Formula: H58O29
Source: OMol25
Level of theory: ωB97M-V with the def2-TZVPD basis set

Last column: Mulliken charge in e.
Geometry (Å):
O1 10.8419 22.6739 7.3230  -0.6274
H1 10.8011 22.9369 6.4035  0.2851
H2 11.7529 22.4129 7.4578  0.3697
O2 19.7334 25.4514 6.7589  -0.7236
H3 20.4642 25.1479 6.2202  0.2853
H4 20.0201 26.3001 7.0961  0.2968
O3 11.0080 25.2055 3.0241  -0.5961
H5 11.8942 25.4516 2.7587  0.3192
H6 10.4728 25.9701 2.8115  0.2725
O4 20.0954 23.6987 2.8001  -0.6395
H7 19.6438 23.1287 3.4225  0.3201
H8 19.7528 23.4391 1.9448  0.2972
O5 16.9668 22.1727 2.7103  -0.4153
H9 16.8787 22.3405 3.6485  0.2191
H10 16.4905 22.8901 2.2924  0.1434
O6 13.6938 23.9048 4.9952  -0.1868
H11 12.9862 24.3841 5.4261  0.1486
H12 13.3714 23.7476 4.1077  -0.0032
O7 10.3199 20.0262 5.3889  -0.6339
H13 11.1445 20.3855 5.7164  0.5310
H14 9.8014 20.7945 5.1501  0.2881
O8 17.4356 22.2198 10.2384  -0.6485
H15 17.9323 22.0213 9.4446  0.2442
H16 17.6824 23.1183 10.4576  0.2898
O9 14.7845 20.6831 7.7463  -0.6393
H17 14.5919 20.8092 8.6754  0.2640
H18 15.1622 21.5162 7.4643  0.2502
O10 12.3954 25.6127 6.6178  -0.4591
H19 11.5315 26.0244 6.5996  0.2140
H20 13.0090 26.3449 6.6780  0.2377
O11 19.0129 19.0985 7.0708  -0.5825
H21 18.7327 18.1879 7.1636  0.2959
H22 18.2622 19.6121 7.3692  0.2915
O12 13.3621 23.3101 8.4762  -0.4932
H23 13.9468 23.7423 9.0987  0.1602
H24 13.6175 23.6617 7.6233  0.1990
O13 15.4105 18.1165 6.4760  -0.6492
H25 14.7728 18.0165 5.7692  0.2964
H26 15.2470 18.9928 6.8246  0.3705
O14 13.6102 26.4558 2.4339  -0.6698
H27 14.4303 26.7289 2.0229  0.3082
H28 13.8699 25.7843 3.0648  0.2684
O15 19.7062 23.5707 8.5469  -0.7068
H29 20.4226 24.0214 8.9940  0.2594
H30 19.5278 24.1093 7.7760  0.3729
O16 15.7701 26.9518 9.3665  -0.6491
H31 16.0450 27.0546 8.4555  0.2360
H32 16.1218 27.7227 9.8118  0.2753
O17 12.6683 20.8759 6.1547  -0.6632
H33 13.3669 20.9164 6.8078  0.3619
H34 13.0320 21.3162 5.3866  0.2238
O18 18.6103 22.2706 4.9694  -0.3044
H35 19.0178 21.8922 5.7485  0.1615
H36 17.6840 22.3493 5.1973  0.4558
O19 16.2149 19.9171 1.1805  -0.6428
H37 16.5236 20.5619 1.8170  0.3651
H38 15.4129 19.5644 1.5660  0.2889
O20 19.4865 20.1178 2.7177  -0.6480
H39 19.1566 19.6862 1.9296  0.3081
H40 18.8910 20.8545 2.8551  0.2994
O21 15.8744 22.7509 5.6859  -0.4231
H41 16.2086 23.2050 6.4595  0.3483
H42 15.0437 23.1854 5.4928  0.3768
O22 16.4963 24.0613 7.9836  -0.2406
H43 16.6937 24.8776 7.5243  0.2437
H44 16.6071 24.2744 8.9101  0.0252
O23 17.2748 26.3344 6.7320  -0.5807
H45 18.1671 26.0202 6.5861  0.3299
H46 17.1326 26.9821 6.0417  0.2880
O24 15.6203 24.3358 1.2174  -0.7040
H47 16.3876 24.4823 0.6642  0.2596
H48 14.8774 24.5877 0.6688  0.2296
O25 10.6433 22.8372 4.3251  -0.5074
H49 9.6862 22.8509 4.3155  0.3191
H50 10.8994 23.5565 3.7478  0.1898
O26 17.1210 25.0601 10.9922  -0.5795
H51 16.6393 24.9548 11.8127  0.3421
H52 16.6838 25.7871 10.5489  0.2570
O27 14.2183 25.0601 10.6499  -0.6160
H53 13.8229 25.6332 11.3068  0.2841
H54 14.6889 25.6541 10.0652  0.3484
O28 13.1718 23.5267 2.2073  -0.4131
H55 12.8060 22.7588 1.7683  0.2545
H56 14.0275 23.6526 1.7973  0.3300
O29 21.3298 21.5608 8.5698  -0.6674
H57 20.6876 22.2579 8.4363  0.5143
H58 20.9642 21.0300 9.2774  0.2986

Forces on atoms 1 to 3 (eV/Å):
O -0.6783 0.4629 0.3712
H 0.0632 -0.1431 -0.4307
H 0.0726 -0.1147 0.1222

Summary:
**Energy relative to the best compared isomer or geometry (same formula, charge and spin)**: 418.5 kJ/mol
**E_LUMO**: -1.13 eV
**Orbital gap**: 8.218 eV
**Maximum force**: 0.0299 Eh/bohr
**Charge**: 0



Formula: C5H9N2
Source: OMol25
Level of theory: ωB97M-V with the def2-TZVPD basis set

Last column: natural (NBO) charge in e.
Geometry (Å):
C1 0.4841 -1.1445 -1.7806  -0.5923
C2 -0.6812 -1.2530 -0.6871  -0.4713
C3 -0.4196 -0.2449 0.3323  0.1704
C4 -1.2418 0.7187 0.8889  -0.0733
N1 -0.5045 1.7124 1.6222  -0.4666
C5 0.7107 1.3359 1.3658  0.2961
N2 0.8836 0.2628 0.5925  -0.4922
H1 0.5692 -2.0972 -2.3909  0.2540
H2 1.5483 -0.8833 -1.2751  0.1723
H3 0.3804 -0.2552 -2.4412  0.2301
H4 -0.7113 -2.2741 -0.1968  0.2627
H5 -1.4897 -0.8169 -1.2262  0.2589
H6 -2.3745 0.7168 0.8813  0.2696
H7 -0.6898 2.5681 2.0748  0.4673
H8 1.7032 1.7642 1.7685  0.2486
H9 1.8329 -0.1099 0.4717  0.4658

Forces on atoms 1 to 3 (eV/Å):
C 2.0594 -0.1316 0.9113
C 2.3285 -0.7050 -0.7837
C 0.6180 3.3249 0.8615

Summary:
**Energy relative to the best compared isomer or geometry (same formula, charge and spin)**: 206.0 kJ/mol
**E_LUMO**: -3.16 eV
**Orbital gap**: 11.068 eV
**Maximum force**: 0.1196 Eh/bohr
**Charge**: +1



Formula: C5H11N
Source: OMol25
Level of theory: ωB97M-V with the def2-TZVPD basis set

Last column: natural (NBO) charge in e.
Geometry (Å):
C1 -0.9205 -1.5949 0.9810  -0.6177
C2 -0.7684 -0.5354 -0.0817  -0.0589
C3 0.5283 -0.0536 -0.6670  -0.0818
C4 1.9543 -0.3903 -0.2833  -0.6232
N1 -0.1983 0.7355 0.2988  -0.4171
C5 -0.7581 1.9844 -0.1649  -0.4104
H1 -1.8008 -1.3773 1.5963  0.2135
H2 -1.0622 -2.5893 0.5419  0.2106
H3 -0.0477 -1.6181 1.6403  0.2167
H4 -1.6120 -0.4755 -0.7798  0.1808
H5 0.4202 0.2553 -1.7113  0.1800
H6 2.3620 0.4799 0.2434  0.2200
H7 2.5796 -0.5719 -1.1651  0.2103
H8 2.0526 -1.2422 0.3971  0.2122
H9 0.0734 2.6184 -0.4925  0.1965
H10 -1.2708 2.4903 0.6578  0.2007
H11 -1.4647 1.8791 -1.0061  0.1680

Forces on atoms 1 to 3 (eV/Å):
C 0.0486 0.0128 0.0305
C -0.0876 -0.1275 -0.0228
C 0.1003 0.0129 -0.1745

Summary:
**Energy relative to the best compared isomer or geometry (same formula, charge and spin)**: 118.2 kJ/mol
**E_LUMO**: 1.23 eV
**Orbital gap**: 10.273 eV
**Maximum force**: 0.0049 Eh/bohr
**Charge**: 0



Formula: C4H38NO14
Source: OMol25
Level of theory: ωB97M-V with the def2-TZVPD basis set

Last column: natural (NBO) charge in e.
Geometry (Å):
C1 -0.6353 0.5742 3.9167  -0.6943
C2 0.4311 1.1846 3.2318  -0.0665
C3 -0.0552 2.0791 1.9992  0.0942
C4 -0.9612 1.6451 0.8935  -0.6440
O1 1.1716 2.2553 1.3182  -0.7950
N1 1.3335 0.1560 2.4715  -0.7724
H1 -0.2987 -0.1927 4.5798  0.2375
H2 -1.1608 1.3504 4.7275  0.2585
H3 -1.6472 0.3858 3.2857  0.2787
H4 1.1994 1.8461 3.7025  0.2280
H5 -0.2064 3.0428 2.5608  0.2078
H6 -0.2510 0.9367 0.2764  0.1937
H7 -1.9183 1.1937 1.1029  0.2410
H8 -1.0481 2.5132 0.2695  0.2334
H9 1.4303 1.8204 0.4891  0.5178
H10 1.9850 -0.5809 3.0442  0.4674
H11 0.5023 -0.4753 1.9763  0.4614
H12 1.8927 0.6287 1.7566  0.4887
H13 2.6339 -2.1984 -1.7336  0.5101
H14 4.2479 -2.2489 -1.4897  0.4837
O2 3.3950 -2.2465 -1.0036  -0.9860
H15 0.1944 4.3463 -1.8921  0.5033
H16 -0.0510 3.7847 -3.3168  0.4932
O3 -0.0082 3.5205 -2.3681  -0.9784
H17 -2.2208 -0.9331 -0.8505  0.4634
H18 -3.2078 -0.3688 -1.7296  0.4835
O4 -3.1611 -0.7726 -0.8849  -0.9626
H19 -3.5956 -0.8367 3.0222  0.4740
H20 -3.3941 -1.8715 4.0518  0.4808
O5 -3.0479 -0.9848 3.7752  -0.9451
H21 1.5981 0.5332 -1.2221  0.4993
H22 2.8794 -0.1709 -0.7369  0.5166
O6 2.0788 0.3622 -0.4393  -1.0079
H23 0.9136 -3.1800 1.4077  0.4791
H24 2.1352 -3.0923 1.9070  0.4709
O7 1.5398 -2.5277 1.4834  -0.9436
H25 -3.5699 2.8173 -3.1113  0.4929
H26 -1.9715 2.7306 -2.7972  0.4905
O8 -2.7454 2.4285 -3.4717  -0.9798
H27 -2.9225 0.5558 -3.8608  0.5058
H28 -4.0698 -0.5768 -3.8205  0.4853
O9 -3.1543 -0.3604 -3.6612  -0.9868
H29 0.5547 -2.4063 -0.6699  0.4745
H30 0.2412 -1.1822 -1.2746  0.4679
O10 -0.1218 -2.0763 -1.1875  -0.9408
H31 1.1227 -1.6922 -4.5190  0.4871
H32 0.3410 -1.3498 -3.2085  0.4976
O11 1.2234 -1.3939 -3.5451  -0.9810
H33 4.6625 0.6169 2.3624  0.4956
H34 4.3928 -0.3945 1.1617  0.4898
O12 4.0347 0.0553 1.8921  -0.9745
H35 0.8898 0.9433 -3.5220  0.4921
H36 -0.3159 1.4854 -2.5660  0.4975
O13 0.3698 0.6821 -2.8029  -0.9857
H37 -2.0817 -3.9557 1.5288  0.4758
H38 -1.9063 -3.2217 0.2040  0.4869
O14 -1.5732 -3.2657 1.0652  -0.9610

Forces on atoms 1 to 3 (eV/Å):
C -5.8047 1.5480 2.9803
C 3.1410 1.5627 -4.0080
C 2.4888 0.3269 1.2468

Summary:
**Energy relative to the best compared isomer or geometry (same formula, charge and spin)**: 576.2 kJ/mol
**E_LUMO**: -2.36 eV
**Orbital gap**: 10.555 eV
**Maximum force**: 0.1304 Eh/bohr
**Charge**: +1



Formula: C42H50HfN6S
Source: OMol25
Level of theory: ωB97M-V with the def2-TZVPD basis set

Last column: natural (NBO) charge in e.
Geometry (Å):
Hf1 0.5974 0.1796 0.0383  2.8158
C1 2.0170 -0.2584 -6.1203  -0.5948
C2 2.5305 0.9544 -5.3299  -0.4368
C3 2.6065 0.6410 -3.8699  -0.0437
C4 3.6627 0.1193 -3.1927  0.0736
C5 5.0308 -0.1533 -3.7157  -0.4511
C6 5.9877 1.0184 -3.4419  -0.5931
C7 3.2429 -0.0632 -1.8180  0.2339
N1 1.8928 0.3113 -1.6739  -0.8689
C8 1.5188 0.7561 -2.9303  0.3095
C9 0.2603 1.2030 -3.2678  -0.3819
C10 -0.8641 1.2802 -2.4671  0.2985
C11 -2.1676 1.4433 -3.0659  0.0487
C12 -2.3800 1.7606 -4.5114  -0.4575
C13 -2.4492 0.4902 -5.3725  -0.5955
C14 -3.1087 1.1990 -2.1369  0.0255
C15 -2.3989 0.9602 -0.7944  0.3855
C16 -2.5702 0.4050 1.2828  -0.1158
C17 -1.4901 0.4863 2.2777  0.2963
N2 -0.1719 0.2611 2.0051  -0.8432
C18 0.4461 0.1816 3.2630  0.0830
C19 1.7762 -0.1315 3.4551  -0.0672
C20 2.7133 -0.3928 2.4835  0.0126
N3 2.5039 -0.2929 1.1002  -0.7968
C21 3.7377 -0.5628 0.5496  0.2762
C22 4.0504 -0.4873 -0.8269  -0.2607
C23 4.6979 -0.8743 1.5373  -0.0811
C24 4.0606 -0.7523 2.7583  0.1788
C25 4.6181 -1.0257 4.1145  -0.4641
C26 4.3302 -2.4743 4.5414  -0.5910
C27 6.1273 -1.2345 1.2804  -0.4366
C28 6.3050 -2.6841 0.8066  -0.5948
C29 -0.5057 0.4048 4.2773  0.1046
C30 -1.7364 0.6073 3.6405  -0.0907
C31 -3.0639 0.9090 4.2710  -0.4345
C32 -3.8830 -0.3440 4.6134  -0.5969
C33 -0.2753 0.2287 5.7397  -0.4517
C34 -0.2889 -1.2714 6.0928  -0.5868
N4 -0.9565 1.1411 -1.1086  -0.8587
C35 -4.5546 1.4521 -2.4491  -0.4620
C36 -5.3672 0.2701 -3.0097  -0.6063
H1 1.9607 -0.0238 -7.1824  0.2344
H2 1.0238 -0.5584 -5.7814  0.2004
H3 2.6867 -1.1094 -5.9935  0.2145
H4 1.8814 1.8138 -5.5025  0.2233
H5 3.5228 1.2292 -5.6865  0.2350
H6 4.9735 -0.3226 -4.7906  0.2366
H7 5.4298 -1.0653 -3.2684  0.2268
H8 5.6478 1.9214 -3.9486  0.2177
H9 6.9822 0.7735 -3.8110  0.2355
H10 6.0602 1.2348 -2.3756  0.2048
H11 0.1099 1.4297 -4.3118  0.2497
H12 -1.5788 2.4074 -4.8700  0.2211
H13 -3.3097 2.3161 -4.6282  0.2373
H14 -1.5530 -0.1208 -5.2515  0.1998
H15 -2.5457 0.7531 -6.4250  0.2346
H16 -3.3129 -0.1127 -5.0958  0.2162
H17 -3.4048 -0.0009 1.8384  0.2609
H18 2.1111 -0.1957 4.4820  0.2430
H19 5.0665 -0.7370 -1.0980  0.2459
H20 4.1991 -0.3359 4.8477  0.2204
H21 5.6954 -0.8635 4.1069  0.2354
H22 3.2562 -2.6590 4.5948  0.2014
H23 4.7640 -2.6750 5.5199  0.2347
H24 4.7602 -3.1788 3.8293  0.2139
H25 6.6961 -1.0914 2.1984  0.2306
H26 6.5498 -0.5543 0.5375  0.2196
H27 5.9819 -3.3859 1.5753  0.2136
H28 7.3548 -2.8772 0.5902  0.2322
H29 5.7257 -2.8844 -0.0961  0.1991
H30 -3.6430 1.5519 3.6045  0.2179
H31 -2.8933 1.4792 5.1846  0.2365
H32 -3.9826 -1.0068 3.7506  0.1934
H33 -4.8806 -0.0576 4.9447  0.2315
H34 -3.4138 -0.9124 5.4157  0.2164
H35 -1.0636 0.7314 6.2994  0.2352
H36 0.6759 0.6678 6.0427  0.2288
H37 -1.2475 -1.7171 5.8278  0.2120
H38 -0.1295 -1.4107 7.1608  0.2360
H39 0.4903 -1.8075 5.5502  0.2011
H40 -4.5726 2.2433 -3.1982  0.2308
H41 -5.0602 1.8632 -1.5851  0.2543
H42 -5.2665 0.2194 -4.0931  0.2173
H43 -6.4231 0.4137 -2.7821  0.2421
H44 -5.0539 -0.6855 -2.6005  0.2055
N5 -7.3596 -0.3533 1.3199  -0.7569
C37 -6.7322 0.6409 0.6800  0.0959
S1 -7.5509 1.9264 0.0412  -0.1045
C38 -5.2605 0.5051 0.5008  -0.1650
C39 -4.5114 1.6258 0.5727  -0.0918
C40 -3.0087 1.6460 0.4757  -0.3046
N6 -2.3542 -0.3729 0.0165  -0.5046
C41 -3.5202 -1.1974 -0.2073  -0.0138
C42 -4.7719 -0.8215 0.0753  -0.2477
H45 -8.3567 -0.2880 1.4458  0.4293
H46 -6.8732 -1.1176 1.7591  0.3968
H47 -5.0115 2.5565 0.8077  0.2648
H48 -2.5729 2.6072 0.7392  0.2480
H49 -3.3214 -2.1683 -0.6423  0.2273
H50 -5.5468 -1.5494 -0.1353  0.2490

Forces on atoms 1 to 3 (eV/Å):
Hf -0.6604 -0.6900 0.1552
C 0.0399 0.1202 -0.0186
C -0.1058 -0.1817 0.0248

Summary:
**E_LUMO**: -7.41 eV
**Orbital gap**: 4.958 eV
**Maximum force**: 0.0188 Eh/bohr
**Charge**: +2



Formula: C6H12NO3
Source: OMol25
Level of theory: ωB97M-V with the def2-TZVPD basis set

Last column: natural (NBO) charge in e.
Geometry (Å):
C1 0.1093 0.9341 -1.6134  -0.5166
C2 0.4155 0.0478 -2.8587  -0.6409
C3 0.9081 2.2784 -1.6730  0.7600
O1 2.1074 2.1147 -1.9786  -0.7958
O2 0.3224 3.2821 -1.2054  -0.7815
H1 -0.9721 1.0440 -1.4996  0.1891
H2 0.6094 0.4909 -0.7396  0.1745
H3 -0.5009 -0.2643 -3.3345  0.1843
H4 1.1376 -0.7282 -2.5947  0.1922
H5 1.0683 0.6791 -3.4735  0.2379
C4 -0.5324 -2.2435 1.1026  -0.4997
C5 -1.9358 -2.3691 0.5706  -0.6039
C6 -0.4182 -1.3602 2.3345  0.6717
O3 -1.0747 -1.6611 3.3404  -0.6668
N1 0.3314 -0.2469 2.3639  -0.8014
H6 -0.2258 -3.2384 1.4406  0.2217
H7 0.2608 -2.0556 0.3655  0.2208
H8 -2.7261 -2.2383 1.3085  0.2269
H9 -2.1176 -3.3694 0.1513  0.2006
H10 0.2833 0.3245 3.1762  0.3983
H11 0.7884 0.1579 1.5578  0.4114
H12 -2.0696 -1.6697 -0.2522  0.2174

Forces on atoms 1 to 3 (eV/Å):
C 0.6130 -0.3013 -0.8283
C 1.2010 1.1350 0.9399
C -0.5158 -0.1868 1.3245

Summary:
**Energy relative to the best compared isomer or geometry (same formula, charge and spin)**: 95.1 kJ/mol
**E_LUMO**: 3.27 eV
**Orbital gap**: 7.357 eV
**Maximum force**: 0.0374 Eh/bohr
**Charge**: -1



no.,DFT total energy (eV)
1,-60321.0176
2,-8303.5971
3,-6852.3038
4,-34911.3955
5,-65435.2224
6,-14051.0313